Entry from the Open Molecules 2025 dataset: C10H5ClIrNO5 as an isolated structure (the ωB97M-V functional and the def2-TZVPD basis).

Charge: +3
Multiplicity: 6
Maximum force (eV/A): 5.50
HOMO-LUMO gap (spin up / spin down) (eV): 6.485 / 4.036
Total energy (hartree): -1378.0232
HOMO energy (spin up / spin down) (eV): -18.35 / -21.43

Last column: Mulliken spin population.
Element x y z (Å)
O: 6.50 -0.09 -1.24  0.000
C: 5.36 -0.16 -1.16  0.163
Ir: 1.40 0.45 0.49  0.884
O: 2.30 -0.95 -2.16  0.094
C: 1.93 -0.44 -1.19  0.000
C: 0.83 1.33 2.17  0.009
O: 0.52 1.85 3.15  0.044
C: 1.19 2.17 -0.47  0.084
O: 1.15 3.19 -1.00  0.052
C: 1.53 -1.28 1.44  0.088
O: 1.68 -2.26 2.03  0.056
H: 2.95 0.82 0.87  0.187
Cl: -3.66 -2.55 1.37  0.413
C: -2.92 -1.31 0.45  0.285
C: -3.61 -0.62 -0.54  0.634
C: -2.93 0.37 -1.25  0.481
C: -1.59 0.62 -0.94  0.334
N: -0.94 -0.05 0.01  0.604
C: -1.57 -1.00 0.72  0.511
H: -4.66 -0.87 -0.73  -0.001
H: -3.39 0.96 -2.03  0.022
H: -1.04 1.39 -1.49  0.032
H: -1.04 -1.54 1.49  0.022



Entry from the Open Molecules 2025 dataset: a 3-piece molecular cluster, C3H6N2O overall (the ωB97M-V functional and the def2-TZVPD basis).

Maximum force (eV/A): 1.14
HOMO-LUMO gap (eV): 10.213
Total energy (hartree): -302.5546
HOMO energy (eV): -10.47
SMILES: [H]/N=C\C#N.[H][H].C=O

Last column: natural (NBO) charge in e.
Element x y z (Å)
H: 1.44 1.48 1.14  0.347
N: 1.13 0.66 1.67  -0.485
C: 1.18 -0.39 0.97  0.007
C: 1.64 -0.45 -0.41  0.198
N: 1.99 -0.49 -1.51  -0.277
H: 0.86 -1.34 1.41  0.211
H: -1.34 2.14 1.36  -0.022
H: -1.56 1.68 0.82  0.019
C: -1.33 -0.82 -1.37  0.273
O: -1.92 -0.24 -0.50  -0.506
H: -0.83 -0.29 -2.21  0.125
H: -1.24 -1.92 -1.38  0.111